(1)
{
  "formula": "C3H2N4O",
  "method": "wB97M-V/def2-TZVPD",
  "symbols": ["C", "C", "C", "H", "H", "N", "N", "N", "N", "O"],
  "xyz": [[1.51, -0.30, -0.01], [-0.71, 0.25, 0.23], [-2.12, -0.15, -0.13], [3.23, -0.56, -0.29], [1.92, 1.83, 0.88], [2.47, -1.18, -0.18], [1.19, 1.19, -0.19], [-0.16, 1.44, -0.05], [-3.23, -0.58, -0.13], [0.11, -0.76, 0.35]],
  "mol_weight_g_mol": 110.08,
  "fmax_ev_per_a": 5.974,
  "e_above_lowest_kcal_mol": 73.8,
  "energy_ev": -11146.0705
}

(2)
{
  "formula": "C31H70BClIO7P3",
  "method": "wB97M-V/def2-TZVPD",
  "symbols": ["C", "C", "P", "C", "C", "C", "P", "O", "I", "O", "C", "O", "O", "C", "B", "O", "O", "P", "O", "Cl", "H", "H", "H", "H", "H", "H", "H", "H", "H", "H", "H", "H", "H", "H", "C", "C", "C", "C", "C", "C", "H", "H", "H", "H", "H", "H", "H", "H", "H", "H", "H", "H", "H", "H", "C", "C", "C", "C", "C", "C", "H", "H", "H", "H", "H", "H", "H", "H", "H", "H", "H", "H", "H", "H", "C", "C", "C", "C", "C", "C", "H", "H", "H", "H", "H", "H", "H", "H", "H", "H", "H", "H", "H", "H", "C", "C", "C", "C", "C", "C", "H", "H", "H", "H", "H", "H", "H", "H", "H", "H", "H", "H", "H", "H"],
  "xyz": [[5.63, -0.95, 0.82], [4.43, -0.14, 0.28], [3.52, 0.56, 1.72], [4.53, 2.03, 2.15], [5.03, 3.02, 1.10], [1.85, 1.22, 1.06], [0.57, 1.35, 2.47], [1.22, 0.24, 3.46], [1.26, 3.51, 3.49], [2.00, 2.50, 0.36], [2.51, 2.17, -0.87], [3.12, 2.90, -1.57], [2.25, 0.87, -1.16], [1.33, 0.39, -0.13], [1.25, -1.19, -0.01], [1.74, -2.01, -1.02], [0.64, -1.68, 1.10], [-0.27, 1.11, -0.93], [-1.42, 0.95, 0.22], [-0.76, -0.53, -2.07], [5.37, -2.01, 0.91], [6.49, -0.84, 0.16], [5.93, -0.63, 1.82], [3.77, -0.77, -0.31], [4.79, 0.63, -0.40], [5.40, 1.57, 2.63], [4.00, 2.56, 2.94], [5.68, 3.75, 1.58], [4.21, 3.58, 0.64], [5.61, 2.54, 0.32], [0.64, 0.14, 4.22], [2.43, -2.60, -0.72], [0.14, -2.49, 0.93], [-1.81, 1.81, 0.40], [-3.97, 0.99, -3.52], [-4.40, -0.44, -3.22], [-4.47, -1.33, -4.46], [-5.48, -0.88, -5.51], [-6.92, -0.76, -5.01], [-7.50, -2.08, -4.50], [-4.68, 1.50, -4.18], [-3.90, 1.58, -2.61], [-2.99, 1.01, -4.01], [-5.36, -0.43, -2.71], [-3.68, -0.88, -2.52], [-4.69, -2.35, -4.15], [-3.48, -1.37, -4.92], [-5.46, -1.60, -6.34], [-5.17, 0.08, -5.94], [-7.54, -0.39, -5.83], [-6.98, -0.01, -4.22], [-7.48, -2.84, -5.28], [-8.54, -1.95, -4.18], [-6.94, -2.46, -3.65], [1.52, -3.28, 4.09], [1.26, -4.58, 3.34], [-0.22, -4.96, 3.27], [-0.89, -5.20, 4.62], [-0.23, -6.28, 5.48], [-0.24, -7.66, 4.83], [1.20, -3.34, 5.13], [2.58, -3.02, 4.08], [0.98, -2.45, 3.62], [1.83, -5.39, 3.80], [1.64, -4.48, 2.32], [-0.33, -5.85, 2.64], [-0.76, -4.16, 2.75], [-1.93, -5.47, 4.45], [-0.91, -4.26, 5.19], [-0.76, -6.33, 6.44], [0.80, -5.99, 5.72], [-1.26, -7.98, 4.62], [0.21, -8.40, 5.49], [0.32, -7.67, 3.90], [-5.47, 3.80, 6.78], [-4.07, 3.67, 6.21], [-3.99, 3.97, 4.71], [-4.82, 3.05, 3.82], [-4.49, 1.56, 3.96], [-3.06, 1.23, 3.58], [-6.17, 3.10, 6.32], [-5.47, 3.61, 7.86], [-5.86, 4.81, 6.63], [-3.69, 2.66, 6.40], [-3.40, 4.35, 6.73], [-2.94, 3.94, 4.40], [-4.32, 5.00, 4.54], [-4.68, 3.35, 2.78], [-5.89, 3.20, 4.03], [-5.17, 1.00, 3.31], [-4.69, 1.23, 4.98], [-2.84, 1.54, 2.55], [-2.86, 0.16, 3.65], [-2.34, 1.74, 4.23], [5.19, 2.42, -8.49], [5.50, 1.38, -7.42], [4.32, 1.09, -6.49], [3.82, 2.29, -5.69], [4.87, 2.95, -4.80], [5.43, 2.02, -3.73], [4.93, 3.39, -8.05], [6.05, 2.58, -9.14], [4.35, 2.10, -9.11], [6.36, 1.72, -6.83], [5.81, 0.45, -7.90], [4.60, 0.28, -5.81], [3.49, 0.70, -7.10], [2.99, 1.96, -5.06], [3.40, 3.04, -6.36], [4.41, 3.81, -4.31], [5.69, 3.35, -5.41], [4.63, 1.65, -3.10], [6.15, 2.54, -3.10], [5.95, 1.16, -4.17]],
  "mol_weight_g_mol": 820.99,
  "fmax_ev_per_a": 0.800,
  "e_above_lowest_kcal_mol": 0.0,
  "energy_ev": -96786.2177
}

(3)
{
  "formula": "CH4ClN",
  "method": "wB97M-V/def2-TZVPD",
  "symbols": ["C", "N", "Cl", "H", "H", "H", "H"],
  "xyz": [[-1.43, -0.73, -0.42], [1.14, 0.84, 0.29], [-2.54, 0.33, 0.16], [-1.39, -0.87, -1.42], [-1.33, -1.59, 0.19], [1.59, 0.54, 1.11], [0.15, 1.10, 0.62]],
  "mol_weight_g_mol": 65.50,
  "fmax_ev_per_a": 3.116,
  "e_above_lowest_kcal_mol": 96.7,
  "energy_ev": -15110.1644
}

- Number 3 is which compound?
  CH4ClN